Density functional theory data (ωB97M-V with the def2-TZVPD basis set) for a structure of composition C34H50F22GaNO17PS.

Geometry as ORCA input:
```
! wB97M-V def2-TZVPD RIJCOSX def2/J DEFGRID3
* xyz -1 1
C 2.2960 -3.3588 -1.5956
P 3.7424 -4.4998 -1.1840
O 3.8381 -4.5030 0.5381
Ga 3.2824 -6.7183 -1.7799
C 1.4851 -6.6887 -2.8498
C 0.3544 -6.9132 -1.8135
N -0.4504 -5.9785 -1.4026
C 2.9318 -7.7911 -0.0665
C 4.2749 -8.4845 0.3904
F 4.0582 -9.4150 1.4677
S 4.8670 -7.6308 -3.1938
C 5.4217 -6.3081 -4.3908
O 4.2347 -8.7792 -3.9339
O 6.1184 -8.1164 -2.5091
H 2.2153 -3.1081 -2.6818
H 1.2980 -3.7865 -1.2730
H 2.4577 -2.4282 -0.9835
H 4.7136 -4.1500 0.7843
H 1.4766 -7.4624 -3.6643
H 1.3662 -5.6390 -3.2411
H 0.2006 -7.9351 -1.3570
H -1.1041 -6.3833 -0.7185
H 2.6547 -7.0713 0.7606
H 2.1068 -8.5504 -0.1455
H 5.0494 -7.7247 0.6683
H 4.6425 -9.0895 -0.4820
H 4.8511 -6.3953 -5.3500
H 6.5056 -6.5086 -4.6273
H 5.3337 -5.2918 -3.9111
C -1.9954 1.2726 0.8509
C -1.7637 1.8405 -0.5348
O -0.6481 1.1957 -1.1652
C -0.9067 0.0100 -1.7336
O -1.9782 -0.5192 -1.7400
C 0.3494 -0.5400 -2.4022
F 1.4288 -0.4157 -1.6233
F 0.6265 0.1113 -3.5451
F 0.2304 -1.8333 -2.7134
H -1.0833 1.3362 1.4479
H -2.7920 1.8154 1.3615
H -2.2718 0.2179 0.8018
H -1.5120 2.8995 -0.4594
H -2.6546 1.7648 -1.1551
C 6.7189 -4.1390 6.5492
C 5.6233 -3.4091 5.7998
O 6.1206 -2.8813 4.5601
C 6.1853 -3.7525 3.5442
O 5.8670 -4.9005 3.6135
C 6.6812 -3.0565 2.2810
F 7.7402 -2.2641 2.5104
F 5.7346 -2.2699 1.7331
F 7.0583 -3.9163 1.3295
H 7.5852 -3.4887 6.6909
H 6.3624 -4.4722 7.5249
H 7.0628 -5.0111 5.9902
H 5.2842 -2.5634 6.3862
H 4.7562 -4.0507 5.6282
C -6.3751 5.0425 -4.6922
C -5.3339 5.4819 -3.6825
O -5.4855 4.7623 -2.4487
C -4.9439 3.5398 -2.4162
O -4.3627 3.0278 -3.3257
C -5.1381 2.9147 -1.0388
F -6.3849 3.0745 -0.5736
F -4.3153 3.4596 -0.1204
F -4.9004 1.6026 -1.0282
H -7.3792 5.1394 -4.2736
H -6.3095 5.6448 -5.5993
H -6.2421 3.9938 -4.9633
H -5.4734 6.5369 -3.4455
H -4.3208 5.3713 -4.0728
C -2.5307 8.5877 0.9418
C -3.6485 9.2605 0.1713
O -3.1668 9.7799 -1.0795
C -3.0649 8.8948 -2.0759
O -3.3404 7.7353 -1.9864
C -2.5890 9.5863 -3.3493
F -1.5635 10.4202 -3.1250
F -3.5655 10.3207 -3.9100
F -2.1798 8.7227 -4.2797
H -1.6897 9.2718 1.0719
H -2.8800 8.2651 1.9233
H -2.1530 7.7154 0.4057
H -4.0240 10.1141 0.7368
H -4.4907 8.5849 0.0100
C -1.4809 11.2693 -6.2863
C -2.6032 11.9406 -7.0509
O -2.1299 12.4623 -8.3033
C -2.0316 11.5785 -9.3030
O -2.3041 10.4183 -9.2146
C -1.5644 12.2741 -10.5775
F -0.5399 13.1092 -10.3541
F -2.5475 13.0047 -11.1263
F -1.1596 11.4089 -11.5088
H -0.6397 11.9542 -6.1593
H -1.8236 10.9464 -5.3066
H -1.1034 10.3981 -6.8246
H -2.9776 12.7927 -6.4822
H -3.4450 11.2634 -7.2083
C -5.3854 -4.0690 0.0796
C -4.3241 -3.7031 1.0969
O -4.5261 -4.4194 2.3277
C -4.0618 -5.6744 2.3500
O -3.5143 -6.2092 1.4345
C -4.2949 -6.3004 3.7213
F -5.5326 -6.0644 4.1848
F -3.4409 -5.8148 4.6355
F -4.1358 -7.6249 3.7093
H -6.3838 -3.9108 0.4939
H -5.2763 -3.4666 -0.8230
H -5.3174 -5.1223 -0.1976
H -4.3974 -2.6424 1.3404
H -3.3182 -3.8764 0.7098
C 2.6800 -4.9506 12.0309
C 2.1323 -4.8681 10.6204
O 2.5397 -3.6458 9.9851
C 3.7716 -3.6428 9.4655
O 4.5281 -4.5676 9.5020
C 4.0539 -2.3080 8.7841
F 3.6720 -1.2598 9.5264
F 3.4029 -2.1962 7.6102
F 5.3598 -2.1234 8.5171
H 2.3928 -4.0674 12.6053
H 2.3047 -5.8405 12.5378
H 3.7707 -4.9890 12.0275
H 1.0424 -4.8540 10.6486
H 2.4281 -5.7314 10.0217
*
```

The value obtained for the LUMO energy is 0.0417 Eh. As for the electronic energy: -7520.893662 a.u. As for the HOMO energy: -3.98 eV. The HOMO-LUMO gap is 5.11 eV.